1.
Formula: C40H58AsN8O3PSe2Y
Source: the Open Molecules 2025 dataset
Level of theory: ωB97M-V/def2-TZVPD

XYZ file:
```
114
C40H58AsN8O3PSe2Y ωB97M-V/def2-TZVPD
Y 1.364 -0.895 0.283
C 2.913 -2.665 2.775
O 2.977 -1.374 2.167
C 3.223 -0.307 3.083
C 1.924 0.166 3.669
O 1.088 0.543 2.592
C -0.215 0.868 3.084
H 3.839 -2.861 3.319
H 2.799 -3.393 1.974
H 2.056 -2.748 3.444
H 3.689 0.494 2.506
H 3.918 -0.630 3.861
H 2.096 1.018 4.336
H 1.443 -0.632 4.248
H -0.140 1.665 3.828
H -0.674 -0.019 3.529
H -0.811 1.205 2.242
Se -1.255 -4.156 -2.702
C -0.220 -3.205 -1.645
N 0.481 -2.591 -0.930
Se 2.734 -0.648 -3.971
N 4.436 -1.085 -3.959
C 4.739 -1.424 -2.716
C 6.011 -1.811 -2.211
C 6.100 -2.066 -0.878
C 4.955 -1.948 -0.035
N 3.763 -1.620 -0.454
C 3.655 -1.358 -1.788
N 2.488 -0.971 -2.253
H 6.864 -1.881 -2.873
H 7.040 -2.355 -0.429
H 5.059 -2.135 1.027
C -3.165 -2.294 3.864
N -1.733 -2.398 3.632
C -0.921 -2.315 4.835
P -1.063 -2.908 2.214
O 0.084 -1.995 1.837
N -0.496 -4.425 2.496
C 0.349 -5.082 1.502
C -1.125 -5.349 3.430
N -2.219 -2.937 1.069
C -2.667 -1.720 0.404
C -3.074 -4.095 0.833
H -3.528 -3.108 4.500
H -3.705 -2.319 2.922
H -3.390 -1.348 4.363
H -1.185 -3.101 5.550
H -1.063 -1.349 5.328
H 0.134 -2.426 4.585
H 0.813 -4.344 0.852
H -0.233 -5.761 0.871
H 1.125 -5.660 2.009
H -1.840 -4.831 4.065
H -0.366 -5.811 4.064
H -1.654 -6.147 2.900
H -2.040 -0.874 0.686
H -3.697 -1.480 0.685
H -2.626 -1.848 -0.680
H -2.617 -4.998 1.229
H -3.199 -4.226 -0.242
H -4.059 -3.966 1.295
C 0.124 7.841 -1.605
C -0.145 6.383 -1.355
C 0.230 5.770 -0.172
C -0.019 4.423 0.065
C 0.390 3.862 1.405
C -0.652 3.646 -0.919
As -0.901 1.766 -0.398
N 0.817 1.074 -0.580
C 1.842 1.755 -1.232
C 3.125 1.724 -0.665
C 4.231 2.240 -1.326
C 4.076 2.863 -2.556
C 2.799 2.970 -3.099
C 1.700 2.422 -2.458
C -2.131 0.952 -1.713
C -1.851 0.101 -2.786
C -0.479 -0.088 -3.373
C -2.896 -0.568 -3.425
C -4.217 -0.398 -3.055
C -5.327 -1.136 -3.749
C -4.489 0.493 -2.021
C -3.478 1.158 -1.346
C -3.865 2.116 -0.244
C -1.042 4.253 -2.128
C -1.704 3.527 -3.270
C -0.782 5.606 -2.313
H 0.629 8.301 -0.757
H -0.806 8.383 -1.781
H 0.752 7.975 -2.487
H 0.729 6.354 0.594
H 0.986 4.593 1.951
H 0.977 2.948 1.311
H -0.491 3.631 2.008
H 3.245 1.310 0.337
H 5.209 2.185 -0.864
H 4.928 3.288 -3.068
H 2.657 3.483 -4.042
H 0.721 2.504 -2.910
H 0.296 0.143 -2.652
H -0.355 0.568 -4.242
H -0.362 -1.119 -3.715
H -2.655 -1.243 -4.239
H -4.939 -1.778 -4.539
H -6.042 -0.441 -4.193
H -5.878 -1.763 -3.045
H -5.520 0.673 -1.732
H -4.946 2.255 -0.228
H -3.407 3.100 -0.374
H -3.555 1.747 0.737
H -1.143 2.641 -3.573
H -1.779 4.188 -4.131
H -2.708 3.187 -3.019
H -1.080 6.066 -3.249
```

Results
**Net charge**: +1
**E_HOMO**: -9.4 eV
**Orbital gap**: 5.602 eV

Löwdin population analysis, charges in e, atoms 1 to 2: number 1, Y, carries 1.509; number 2, C, carries -0.064

---

2.
Formula: C38H38F6N4O5S2SiTeW
Source: the Open Molecules 2025 dataset
Level of theory: ωB97M-V/def2-TZVPD

XYZ file:
```
96
C38H38F6N4O5S2SiTeW ωB97M-V/def2-TZVPD
W 0.802 0.201 0.152
C 5.259 1.114 -0.968
C 4.089 0.476 -0.487
N 2.962 1.146 -0.293
C 2.890 2.467 -0.435
C 3.986 3.199 -0.979
C 5.166 2.463 -1.212
C 3.928 4.603 -1.191
C 2.770 5.234 -0.836
C 1.714 4.537 -0.275
C 1.715 3.155 -0.092
N 0.673 2.292 0.280
C -0.619 2.764 0.651
C -0.990 3.942 1.321
C -2.333 4.206 1.556
C -3.345 3.482 0.978
C -3.036 2.287 0.305
C -4.023 1.311 -0.295
C -3.431 0.840 -1.598
C -2.117 0.600 -1.717
N -1.257 0.789 -0.478
C -1.665 2.000 0.190
H 6.150 0.582 -1.043
H 4.182 -0.584 -0.243
H 5.994 3.043 -1.571
H 4.772 5.163 -1.535
H 2.648 6.322 -0.985
H 0.761 4.990 -0.099
H -0.260 4.565 1.825
H -2.623 5.028 2.204
H -4.368 3.715 1.214
H -4.940 1.791 -0.422
H -4.060 0.659 -2.462
H -1.655 0.217 -2.649
F 1.640 -3.846 1.977
C 1.699 -3.928 0.657
F 2.219 -5.150 0.371
F 0.450 -3.897 0.184
S 2.822 -2.697 -0.074
O 1.889 -1.679 -0.557
O 3.745 -2.403 0.993
N 3.472 -3.406 -1.292
S 3.038 -3.529 -2.794
O 4.146 -4.029 -3.591
O 2.359 -2.394 -3.325
C 1.836 -4.935 -2.842
F 0.791 -4.692 -1.997
F 2.395 -6.049 -2.446
F 1.386 -5.086 -4.058
C -3.026 -4.471 -1.714
C -2.205 -3.542 -2.330
C -1.687 -2.464 -1.657
C -2.123 -2.224 -0.361
C -2.944 -3.149 0.303
C -3.459 -4.261 -0.414
Si -1.436 -0.736 0.604
C -3.004 -0.156 1.559
C -3.174 -0.287 2.939
C -4.429 -0.282 3.566
C -5.585 0.086 2.829
C -5.467 0.298 1.502
C -4.247 0.108 0.686
H -3.245 -5.340 -2.370
H -1.932 -3.711 -3.355
H -0.947 -1.831 -2.128
H -3.283 -2.884 1.300
H -4.205 -4.903 0.031
H 0.081 -0.822 -0.981
H -2.355 -0.634 3.582
H -4.426 -0.444 4.650
H -6.560 0.149 3.357
H -6.402 0.471 0.936
H -4.420 -0.852 0.183
C 0.007 -0.337 -4.265
Te 1.402 0.552 -2.850
C 0.737 2.483 -3.132
H -0.628 0.488 -4.579
H -0.657 -1.048 -3.776
H 0.581 -0.820 -5.045
H 0.096 2.459 -4.016
H 1.623 3.100 -3.278
H 0.196 2.763 -2.215
C 0.668 -0.960 3.798
C 1.664 0.037 3.181
C 1.292 1.487 3.440
C 3.077 -0.223 3.819
O 1.760 -0.251 1.820
H 0.565 -0.794 4.896
H 0.931 -2.022 3.619
H -0.349 -0.812 3.397
H 1.170 1.654 4.506
H 0.363 1.798 2.923
H 2.115 2.157 3.138
H 3.079 0.209 4.828
H 3.825 0.351 3.263
H 3.334 -1.269 3.798
```

Results
**Net charge**: 0
**E_HOMO (alpha / beta)**: -7.2 / -7.7 eV
**2S+1**: 3
**Orbital gap (alpha / beta)**: 6.618 / 7.079 eV

Löwdin population analysis, charges in e, atoms 1 to 2: number 1, W, carries 1.423; number 2, C, carries 0.001

---

3.
Formula: C4H12N2O
Source: the Open Molecules 2025 dataset
Level of theory: ωB97M-V/def2-TZVPD

XYZ file:
```
19
C4H12N2O ωB97M-V/def2-TZVPD
C 1.291 1.910 -1.231
C 1.545 0.732 -2.121
C 1.050 -1.699 -2.352
C -2.373 0.149 2.950
H 0.450 1.931 -0.224
H 1.059 2.882 -2.121
H 2.581 1.725 -0.859
H -0.232 -0.191 -0.909
H 2.176 -1.957 -2.416
H 0.817 -2.432 -1.696
H 0.469 -1.551 -3.265
H -0.643 -0.573 4.120
H -1.399 -1.700 3.094
H -3.042 -0.194 2.178
H -3.173 0.007 3.860
H -2.393 1.242 2.694
N 0.753 -0.380 -1.569
N -1.247 -0.660 3.026
O 2.310 0.758 -3.159
```

Results
**Net charge**: 0
**E_HOMO**: -9.5 eV
**Orbital gap**: 9.928 eV

Löwdin population analysis, charges in e, atoms 1 to 2: number 1, C, carries -0.101; number 2, C, carries -0.616

---

4.
Formula: C26H29FN4O5
Source: the Open Molecules 2025 dataset
Level of theory: ωB97M-V/def2-TZVPD

XYZ file:
```
65
C26H29FN4O5 ωB97M-V/def2-TZVPD
C 9.378 -0.917 0.738
O 8.157 -1.318 0.134
C 7.051 -0.741 0.613
O 7.057 0.073 1.504
C 5.817 -1.212 -0.073
C 5.859 -2.161 -1.098
C 4.688 -2.563 -1.701
C 3.464 -2.030 -1.296
C 2.219 -2.460 -1.947
O 2.181 -3.287 -2.830
N 1.063 -1.845 -1.482
C -0.204 -2.206 -2.111
C -1.021 -3.128 -1.208
C -2.292 -3.641 -1.884
C -3.233 -2.554 -2.408
C -3.657 -1.532 -1.345
C -3.076 -0.150 -1.627
O -2.443 0.093 -2.640
N -3.358 0.822 -0.730
C -3.909 0.648 0.593
C -2.797 0.865 1.639
N -2.252 2.199 1.502
C -2.843 3.264 2.162
C -2.984 4.530 1.579
C -3.512 5.594 2.285
C -3.918 5.406 3.591
F -4.447 6.444 4.282
C -3.788 4.175 4.206
C -3.251 3.121 3.497
C -1.701 2.357 0.172
C -2.772 2.139 -0.905
C 1.004 -0.938 -0.449
O -0.034 -0.467 -0.034
N 2.205 -0.580 0.111
C 3.425 -1.081 -0.269
C 4.608 -0.674 0.341
H 9.371 -1.158 1.803
H 10.165 -1.466 0.226
H 9.523 0.159 0.622
H 6.808 -2.568 -1.407
H 4.682 -3.293 -2.496
H -0.752 -1.286 -2.318
H 0.042 -2.711 -3.047
H -1.268 -2.588 -0.294
H -0.404 -3.988 -0.932
H -2.010 -4.278 -2.725
H -2.830 -4.265 -1.166
H -2.753 -2.014 -3.225
H -4.116 -3.046 -2.818
H -3.334 -1.865 -0.360
H -4.744 -1.428 -1.328
H -4.357 -0.336 0.709
H -4.689 1.405 0.745
H -3.196 0.702 2.637
H -1.987 0.153 1.452
H -2.689 4.702 0.557
H -3.620 6.562 1.823
H -4.097 4.052 5.232
H -3.127 2.176 4.002
H -1.227 3.331 0.069
H -0.938 1.582 0.049
H -2.334 2.180 -1.903
H -3.567 2.888 -0.819
H 2.160 0.095 0.864
H 4.602 0.057 1.136
```

Results
**Net charge**: 0
**E_HOMO**: -7.5 eV
**Orbital gap**: 7.116 eV
**SMILES**: COC(=O)c1ccc2c(=O)n(CCCCCC(=O)N3CCN(c4ccc(F)cc4)CC3)c(=O)[nH]c2c1

Löwdin population analysis, charges in e, atoms 1 to 2: number 1, C, carries -0.040; number 2, O, carries -0.039

---

5.
Formula: C41H40CeIN2O4PSeSi
Source: the Open Molecules 2025 dataset
Level of theory: ωB97M-V/def2-TZVPD

XYZ file:
```
92
C41H40CeIN2O4PSeSi ωB97M-V/def2-TZVPD
Ce 1.214 -1.088 -0.283
C 3.846 2.396 -1.729
O 3.136 3.251 -0.847
C 3.326 2.881 0.452
C 4.065 3.696 1.303
C 4.152 3.437 2.674
C 3.514 2.291 3.159
C 2.852 1.406 2.270
C 2.146 0.280 2.815
N 1.473 -0.620 2.193
N 0.839 -1.577 3.019
C 0.523 -2.611 2.333
O 0.721 -2.725 1.040
C -0.074 -3.787 2.996
C -0.420 -3.747 4.356
C -1.099 -4.819 4.948
C -1.484 -5.951 4.175
C -1.070 -6.039 2.850
C -0.425 -4.950 2.265
C 2.750 1.678 0.917
O 2.134 0.858 0.092
H 3.458 1.381 -1.643
H 4.890 2.467 -1.528
H 3.608 2.845 -2.698
H 4.520 4.602 0.905
H 4.708 4.089 3.314
H 3.473 2.060 4.208
H 2.110 0.182 3.901
H -0.235 -2.883 4.978
H -1.388 -4.815 5.982
H -2.086 -6.722 4.670
H -1.364 -6.843 2.164
H -0.261 -4.929 1.173
I -2.710 -1.329 1.163
C -3.852 -0.536 -0.364
C -4.784 -1.357 -0.961
C -5.830 -0.849 -1.772
C -6.028 0.510 -1.837
C -5.124 1.386 -1.158
C -5.570 2.685 -0.879
C -4.857 3.421 -0.025
C -3.558 2.992 0.389
C -3.019 1.787 0.024
P -1.181 1.453 -0.018
C -0.694 2.452 -1.500
C -0.989 3.813 -1.599
C -0.564 4.528 -2.702
C 0.129 3.855 -3.694
C 0.383 2.516 -3.645
C -0.027 1.785 -2.527
C -0.679 2.463 1.409
C -1.092 2.074 2.700
C -0.632 2.635 3.851
C 0.213 3.705 3.741
C 0.634 4.121 2.493
C 0.251 3.468 1.315
C -3.949 0.845 -0.518
H -4.699 -2.442 -0.882
H -6.459 -1.605 -2.272
H -6.955 0.903 -2.252
H -6.463 3.090 -1.369
H -5.102 4.439 0.275
H -3.010 3.740 0.962
H -1.574 4.296 -0.838
H -0.764 5.630 -2.783
H 0.403 4.462 -4.583
H 0.920 1.991 -4.451
H 0.158 0.735 -2.420
H -1.747 1.196 2.763
H -0.928 2.272 4.808
H 0.581 4.233 4.608
H 1.315 4.960 2.365
H 0.668 3.764 0.362
C -1.291 -1.834 -2.643
O -0.279 -1.469 -1.738
H -1.588 -0.981 -3.278
H -2.205 -2.200 -2.129
H -0.906 -2.657 -3.273
C 2.011 -3.185 -4.291
Si 2.927 -3.706 -2.671
C 4.631 -4.447 -3.124
C 1.787 -4.938 -1.752
Se 3.519 -1.841 -1.554
H 1.577 -4.055 -4.821
H 2.721 -2.683 -4.951
H 1.184 -2.492 -4.001
H 4.494 -5.444 -3.606
H 5.179 -4.458 -2.198
H 5.145 -3.794 -3.841
H 1.742 -5.880 -2.335
H 0.850 -4.481 -1.624
H 2.135 -5.241 -0.771
```

Results
**Net charge**: 0
**E_HOMO (alpha / beta)**: -8.1 / -8.1 eV
**Orbital gap (alpha / beta)**: 7.062 / 7.063 eV

Löwdin population analysis, charges in e, atoms 1 to 2: number 1, Ce, carries 0.732; number 2, C, carries -0.046

---

6.
Formula: C3H8N2
Source: the Open Molecules 2025 dataset
Level of theory: ωB97M-V/def2-TZVPD

XYZ file:
```
13
C3H8N2 ωB97M-V/def2-TZVPD
C -2.301 -0.065 0.012
C -0.792 0.086 -0.040
N -0.058 -0.951 -0.001
N 1.281 -0.827 -0.026
C 1.968 0.407 0.022
H -2.627 -0.543 -0.905
H -2.615 -0.697 0.855
H -2.768 0.920 0.114
H -0.389 1.115 -0.100
H 1.808 -1.687 0.029
H 3.041 0.226 0.006
H 1.696 0.996 0.901
H 1.756 1.021 -0.866
```

Results
**Net charge**: 0
**E_HOMO**: -8.1 eV
**Orbital gap**: 9.240 eV
**SMILES**: C/C=N/NC

Löwdin population analysis, charges in e, atoms 1 to 2: number 1, C, carries -0.096; number 2, C, carries -0.249

---

Table of electronic energy (eV), in record order: -262348.0508 -111189.1954 -9364.3514 -46350.8891 -157881.5303 -6219.5055